Entry 1:
Below is a structure of composition C28H29N6ORuS2Si, with properties calculated with ωB97M-V/def2-TZVPD.

Computed properties:
F_max = 0.53 eV Å⁻¹
spin multiplicity = 5
net charge = +1
orbital gap (alpha / beta) = 0.2928 / 0.2349 hartree
relative energy (zero: lowest compared OMol25 entry of this formula, charge and spin) = 0.0 kJ/mol

Cartesian coordinates (Å):
Ru 0.594 -0.418 -0.713
S -0.926 -0.714 2.150
S 2.659 0.471 0.314
Si -1.616 -0.728 -3.028
O -0.078 1.410 -0.269
N 1.502 -4.399 -2.270
N 0.035 -0.010 -2.668
N 0.721 2.309 0.350
N 0.566 -5.229 -4.412
N 1.235 -2.163 -1.360
N 0.148 -1.308 1.119
C -1.529 -4.416 3.609
C 0.972 1.785 -5.725
C -2.173 -2.859 5.327
C 2.746 1.983 -4.098
C 1.027 0.096 3.935
C 0.992 -4.816 -3.422
C -0.091 2.639 4.172
C 0.734 0.729 -3.538
C -2.221 -1.513 -1.442
C -0.143 0.430 3.259
C -2.851 0.603 -3.462
C 2.181 4.268 1.533
C 1.331 -3.224 -1.860
C 2.730 3.035 1.310
C -1.809 -1.798 4.515
C -1.380 -2.008 -4.353
C 0.154 3.522 0.548
C 1.077 2.319 4.843
C 2.225 2.277 -5.356
C -1.300 -2.067 3.249
C 1.640 1.051 4.723
C -0.704 1.692 3.360
C 2.028 1.224 -3.206
C -2.030 -4.164 4.875
C 0.862 4.527 1.138
C 1.994 2.009 0.685
C 0.241 1.024 -4.847
C -1.165 -3.364 2.778
H -1.421 -5.432 3.257
H -1.612 1.929 2.819
H -2.313 -4.988 5.516
H 1.554 3.057 5.473
H -1.049 -1.579 -5.298
H 0.578 1.995 -6.710
H 3.728 2.343 -3.824
H -0.649 -2.764 -4.066
H -1.911 -0.781 4.867
H -2.319 -2.530 -4.545
H -2.652 1.191 -4.354
H -0.527 3.623 4.276
H -2.565 -2.665 6.315
H 3.750 2.813 1.587
H -3.310 -1.578 -1.519
H 0.937 -1.760 1.572
H 1.450 -0.897 3.847
H 0.397 5.490 1.285
H -2.037 -0.930 -0.534
H 2.550 0.810 5.254
H 2.455 0.981 -2.241
H 2.796 2.873 -6.054
H -1.835 -2.519 -1.282
H -2.970 1.294 -2.624
H -3.812 0.101 -3.606
H 2.772 5.044 2.001
H -0.864 3.590 0.197
H -0.786 -3.550 1.783
H -0.715 0.633 -5.156

---

Entry 2:
Below is a cluster of 2 separate species, C28H29NO8 in total, with properties calculated with ωB97M-V/def2-TZVPD.

Computed properties:
F_max = 1.89 eV Å⁻¹
net charge = 0
orbital gap = 0.1242 hartree

Cartesian coordinates (Å):
O 1.910 1.465 2.749
O -1.150 6.075 -1.342
O 0.038 -2.184 3.019
O -2.039 -4.107 -3.652
O 5.143 -1.084 -3.399
O 5.675 0.930 -2.696
O 0.993 -0.080 4.037
O 0.046 -2.447 0.818
N 4.995 -0.120 -2.612
C -1.820 4.238 -0.034
C -0.894 3.803 -2.260
C -1.017 2.441 -2.038
C -1.993 -0.530 -1.463
C -1.895 -0.488 -2.886
C 1.447 0.319 2.836
C -2.248 -1.810 -0.877
C 4.019 -0.222 -1.577
C 3.858 0.831 -0.653
C -2.315 -2.954 -1.621
C 1.349 -0.651 1.734
C -1.218 -3.613 4.389
C -2.013 2.894 0.140
C -0.786 -3.372 2.973
C -1.648 1.940 -0.863
C 3.231 -1.385 -1.456
C 2.321 -1.500 -0.421
C -0.651 6.653 -2.565
C -1.841 -1.651 -3.637
C 0.640 0.357 6.313
C 2.952 0.703 0.381
C 0.453 -1.810 1.799
C -2.056 -2.910 -3.013
C -1.726 -4.148 -5.059
C 2.169 -0.484 0.588
C -1.910 0.576 -0.588
C -1.276 4.726 -1.249
C 1.187 0.939 5.043
H 2.255 1.174 5.138
H -0.353 -3.692 5.056
H 4.462 1.727 -0.760
H -0.202 -4.215 2.577
H 1.065 -0.632 6.511
H -1.651 -3.202 2.319
H 2.839 1.521 1.078
H -1.652 -1.602 -4.712
H -0.611 1.749 -2.773
H -1.859 -2.793 4.730
H -2.404 -1.865 0.198
H -0.705 -3.785 -5.245
H -2.161 0.358 0.450
H -2.452 -3.568 -5.646
H -2.532 -3.920 -1.171
H -0.631 7.722 -2.353
H -1.801 -5.207 -5.305
H -1.791 -4.540 4.455
H 0.362 6.291 -2.791
H -0.490 4.168 -3.208
H -0.450 0.274 6.245
H 1.703 -2.388 -0.369
H 0.644 1.847 4.752
H 3.354 -2.182 -2.184
H -2.465 2.529 1.063
H 0.873 1.009 7.157
H -2.077 4.966 0.732
H -1.328 6.445 -3.405
H -1.871 0.470 -3.401

---

Entry 3:
Below is a structure of composition C28H30AuNOTe, with properties calculated with ωB97M-V/def2-TZVPD.

Computed properties:
F_max = 3.84 eV Å⁻¹
spin multiplicity = 3
net charge = 0
orbital gap (alpha / beta) = 0.2492 / 0.1628 hartree

Cartesian coordinates (Å):
Au -1.835 -1.351 -0.562
Te -2.509 -3.690 0.304
O -1.103 -1.062 -2.842
N -0.847 1.200 -3.522
C 2.073 -0.013 -1.760
C 2.986 -0.134 0.735
C 2.307 -0.646 -0.408
C 0.156 1.173 2.069
C -0.806 -3.827 4.369
C -0.224 4.993 -1.471
C 2.652 -0.977 1.841
C 2.869 1.283 -1.917
C -1.359 -4.064 2.029
C -0.477 0.042 -2.805
C -1.421 -3.313 3.220
C -1.843 0.079 1.863
C -2.632 3.603 -1.188
C -1.998 1.896 -2.879
C 0.042 -5.726 3.093
C 0.527 0.329 -1.727
C -2.380 4.721 -0.387
C -1.663 3.140 -2.094
C -0.471 3.859 -2.263
C -0.746 0.269 2.705
C -0.097 -5.039 4.312
C -1.599 0.759 0.611
C -0.370 1.503 0.814
C 2.526 -1.030 -2.821
C -1.166 5.414 -0.524
C -0.547 -5.219 1.931
C 1.583 -1.811 -0.008
C 1.770 -1.993 1.387
H 0.442 1.407 -1.586
H -2.498 1.183 -2.203
H 0.707 5.547 -1.609
H 0.078 -0.112 -0.807
H 0.597 -6.668 3.056
H 0.240 3.530 -3.018
H -0.972 6.300 0.089
H -3.581 3.062 -1.097
H -3.138 5.052 0.333
H -2.766 2.122 -3.636
H 3.602 -1.240 -2.649
H 3.946 1.106 -1.797
H -1.016 1.034 -4.503
H 1.968 -1.975 -2.736
H -2.731 -0.515 2.086
H -0.482 -5.728 0.973
H -2.002 -2.397 3.237
H -2.366 1.124 -0.076
H -0.610 -0.138 3.707
H 3.595 0.774 0.758
H 0.986 -2.426 -0.683
H 2.428 -0.622 -3.841
H 2.565 2.037 -1.185
H 2.983 -0.825 2.862
H -0.895 -3.294 5.324
H 1.303 -2.773 1.965
H 0.373 -5.441 5.217
H 2.715 1.702 -2.919
H 0.062 2.231 0.137
H 1.066 1.574 2.496

---

Entry 4:
Below is a structure of composition C28H30BaClN4O5S3, with properties calculated with ωB97M-V/def2-TZVPD.

Computed properties:
F_max = 2.92 eV Å⁻¹
net charge = -1
orbital gap = 0.2018 hartree
relative energy (zero: lowest compared OMol25 entry of this formula, charge and spin) = 59.2 kJ/mol

Cartesian coordinates (Å):
Ba 0.055 -1.277 2.053
Cl -3.151 -4.455 5.992
S 1.310 -2.094 4.864
S 3.398 -4.207 4.595
S 1.020 -4.175 2.781
O -1.172 -3.561 0.088
O -2.049 0.327 1.206
O 3.113 -1.174 1.356
O 1.994 2.750 -4.993
O 1.270 -2.091 -0.500
N -2.313 5.352 -1.007
N -2.215 -2.273 2.878
N 0.266 1.723 0.998
N -1.746 5.789 -1.991
C 1.420 3.748 0.482
C 1.347 2.439 0.981
C -2.198 -2.875 4.046
C -0.856 2.222 0.448
C 0.305 4.332 -0.051
C 1.059 3.580 -4.310
C -3.329 -2.275 2.139
C -2.116 1.446 0.592
C -1.149 3.773 -3.382
C -4.445 -3.648 3.732
C -1.777 -4.724 0.604
C -0.897 3.575 -0.098
C 1.438 4.749 -3.745
C -0.820 4.970 -2.761
C 0.393 -2.594 -1.474
C -2.120 4.025 -0.509
C -0.339 -3.862 -1.001
C 1.947 -3.529 4.105
C -3.302 -3.635 4.487
C 0.466 5.451 -3.025
C -3.268 3.301 -0.417
C -4.433 -2.992 2.496
C 2.657 -2.431 -0.648
C 3.239 3.369 -5.370
C 3.267 -2.494 0.770
C -3.287 1.997 0.020
C 4.085 -1.020 2.378
C -0.254 3.117 -4.204
H 2.743 -3.302 1.290
H -0.313 -1.811 -1.689
H -0.840 -4.294 -1.894
H 3.983 -0.049 2.887
H -4.149 1.319 0.118
H -2.306 -4.545 1.481
H 2.422 5.133 -3.938
H 0.435 -4.540 -0.694
H 3.851 3.698 -4.544
H 3.066 4.230 -6.033
H -4.175 3.759 -0.760
H -3.345 -1.703 1.247
H 3.869 2.626 -5.812
H 2.750 -3.431 -1.073
H 0.983 -2.861 -2.375
H -5.326 -3.020 1.877
H 3.130 -1.731 -1.365
H -2.146 3.368 -3.252
H -2.462 -5.194 -0.104
H 4.309 -2.775 0.786
H -1.041 -5.469 0.896
H 2.281 1.993 1.389
H 3.926 -1.808 3.132
H 5.192 -1.117 2.034
H 0.772 6.330 -2.448
H -5.260 -4.267 4.087
H -0.556 2.157 -4.620
H 2.356 4.286 0.562
H -1.256 -2.962 4.611
H 0.293 5.332 -0.398

---

| no. | calculated total energy (a.u.) |
| --- | --- |
| 1 | -2668.6277 |
| 2 | -1740.8509 |
| 3 | -1618.4488 |
| 4 | -3360.4942 |